#i
ORCA calculation (ωB97M-V with the def2-TZVPD basis set) on a cluster of 2 separate species, CH2IPS in total.

Results
- Lowest unoccupied orbital energy (spin up / spin down): -1.5 / -2.6 eV
- E_HOMO (spin up / spin down): -8.9 / -8.2 eV

Each line ends with the Löwdin charge.
Positions of all 6 atoms, in Å:
C1 1.260 1.239 1.011  -0.724
P1 -0.524 -0.225 0.064  0.209
S1 -1.799 -1.872 0.255  0.003
I1 2.866 0.422 0.137  0.695
H1 -1.386 0.912 -0.072  -0.103
H2 -0.417 -0.475 -1.395  -0.080

---

#ii
ORCA calculation (ωB97M-V with the def2-TZVPD basis set) on a cluster of 2 separate species, CH2IPS in total.

Results
- Lowest unoccupied orbital energy (spin up / spin down): -1.5 / -2.0 eV
- E_HOMO (spin up / spin down): -9.4 / -8.4 eV

Each line ends with the Löwdin charge.
Positions of all 6 atoms, in Å:
C1 0.134 -0.197 -0.486  -1.285
P1 -0.193 0.712 0.962  0.638
S1 -1.574 0.126 -2.271  0.129
I1 1.927 -0.504 -1.458  0.717
H1 -1.102 -0.358 1.612  -0.026
H2 0.808 0.220 1.640  -0.174

---

Most stable one: #ii, least stable one: #i.

---

#i
ORCA calculation (ωB97M-V with the def2-TZVPD basis set) on the ion C8H13N2O with charge +1.

Results
- Lowest unoccupied orbital energy: -4.1 eV
- E_HOMO: -13.5 eV
- Charge: +1

Each line ends with the Löwdin charge.
Positions of all 24 atoms, in Å:
C1 0.465 1.577 -0.096  -0.038
C2 -1.625 0.810 -0.618  -0.083
C3 -2.452 0.465 0.346  -0.145
C4 1.521 -1.581 -0.108  -0.178
C5 0.141 -0.906 0.197  -0.125
C6 2.710 -0.795 0.448  -0.210
C7 -0.137 0.384 -0.625  -0.228
C8 -3.917 0.558 0.170  -0.073
N1 3.457 1.264 -0.313  0.158
N2 2.557 0.543 0.039  -0.115
O1 0.436 2.677 0.184  0.344
H1 -1.985 0.959 -1.597  0.114
H2 -1.975 0.247 1.323  0.138
H3 1.465 -2.585 0.323  0.119
H4 1.575 -1.801 -1.229  0.142
H5 -0.595 -1.677 -0.128  0.154
H6 0.294 -0.571 1.172  0.095
H7 2.479 -0.697 1.579  0.160
H8 3.659 -1.414 0.562  0.154
H9 0.355 0.342 -1.650  0.198
H10 -4.325 1.207 -0.732  0.145
H11 -4.207 -0.464 -0.211  0.105
H12 -4.332 0.548 1.145  0.063
H13 4.434 0.909 -0.181  0.108

---

#ii
ORCA calculation (ωB97M-V with the def2-TZVPD basis set) on the ion C8H13N2O with charge +1.

Results
- Lowest unoccupied orbital energy: -3.9 eV
- E_HOMO: -11.4 eV
- Charge: +1
- SMILES string: C=CC=C=NCCO/C=[NH+]/C

Each line ends with the Löwdin charge.
Positions of all 24 atoms, in Å:
C1 -4.487 0.150 1.581  -0.004
C2 -3.193 -0.031 1.451  -0.245
C3 -2.208 0.974 1.109  -0.082
C4 -0.983 0.556 0.838  -0.050
N1 0.205 0.329 0.610  0.048
C5 1.196 0.212 1.602  -0.161
C6 2.137 -0.983 1.149  -0.141
O1 2.637 -0.702 -0.140  -0.037
C7 1.783 -0.747 -1.203  -0.051
N2 2.061 0.177 -2.137  0.012
C8 1.414 0.313 -3.438  -0.005
H1 -5.090 -0.726 1.827  0.061
H2 -5.035 1.162 1.633  0.103
H3 -2.766 -1.105 1.344  0.136
H4 -2.689 1.890 0.801  0.123
H5 0.968 0.124 2.651  0.129
H6 1.850 1.120 1.459  0.146
H7 2.934 -1.209 1.810  0.113
H8 1.568 -2.031 1.132  0.172
H9 0.918 -1.434 -1.301  0.180
H10 2.763 1.001 -1.843  0.245
H11 2.148 -0.127 -4.106  0.106
H12 0.542 -0.306 -3.363  0.094
H13 1.328 1.393 -3.464  0.107

---

#iii
ORCA calculation (ωB97M-V with the def2-TZVPD basis set) on a structure of composition C8H13N2O.

Results
- Lowest unoccupied orbital energy: -3.2 eV
- E_HOMO: -12.9 eV
- Charge: +1

Each line ends with the Löwdin charge.
Positions of all 24 atoms, in Å:
C1 -0.827 -2.367 -1.829  -0.022
C2 -0.846 -1.048 -1.277  -0.041
C3 0.245 -3.164 -1.432  -0.135
C4 1.287 -1.486 -0.284  -0.148
C5 0.261 -0.661 -0.552  -0.052
C6 -0.339 2.344 -0.462  -0.019
C7 -0.928 0.400 2.200  0.045
C8 0.422 1.239 0.171  -0.339
N1 1.241 -2.717 -0.721  0.090
N2 0.279 1.166 1.694  0.071
O1 1.765 1.627 -0.076  -0.026
H1 -1.682 -2.649 -2.386  0.098
H2 -1.714 -0.317 -1.525  0.148
H3 0.196 -4.211 -1.852  0.138
H4 2.128 -1.236 0.207  0.086
H5 -0.039 3.285 -0.158  0.078
H6 -1.369 2.198 -0.301  0.076
H7 -0.211 2.475 -1.542  0.121
H8 -0.633 0.408 3.213  0.090
H9 -1.918 0.796 2.126  0.103
H10 -0.868 -0.558 1.615  0.111
H11 0.193 2.083 2.014  0.138
H12 1.233 0.871 2.146  0.240
H13 2.124 1.522 -0.990  0.151

---

Most stable one: #iii, least stable one: #i.

---

#i
ORCA calculation (ωB97M-V with the def2-TZVPD basis set) on the molecule C4H7Br.

Results
- Lowest unoccupied orbital energy: 1.1 eV
- E_HOMO: -9.6 eV
- SMILES string: C[C@@H]1C[C@H]1Br

Each line ends with the Löwdin charge.
Positions of all 12 atoms, in Å:
C1 0.354 0.018 -1.113  -0.075
C2 -0.681 -0.271 -0.030  -0.360
C3 -0.480 0.280 1.369  -0.178
C4 -0.180 -1.160 1.121  -0.748
Br1 -1.399 -2.384 1.829  0.731
H1 1.233 0.249 -0.553  0.054
H2 0.186 0.835 -1.850  0.086
H3 0.524 -0.900 -1.705  0.086
H4 -1.569 -0.532 -0.478  0.089
H5 0.419 0.963 1.319  0.112
H6 -1.154 0.742 2.126  0.112
H7 0.875 -1.346 1.048  0.091

---

#ii
ORCA calculation (ωB97M-V with the def2-TZVPD basis set) on the molecule C4H7Br.

Results
- Lowest unoccupied orbital energy: 0.1 eV
- E_HOMO: -9.4 eV
- SMILES string: CC(C)=CBr

Each line ends with the Löwdin charge.
Positions of all 12 atoms, in Å:
C1 -1.078 0.598 -0.922  -0.041
C2 0.005 -0.067 -0.067  -0.426
C3 0.674 0.708 0.997  -0.091
C4 0.177 -1.357 -0.385  -0.140
Br1 1.888 -2.244 0.912  0.322
H1 -0.932 1.641 -0.819  0.068
H2 -1.039 0.108 -1.835  0.047
H3 -2.081 0.170 -0.666  0.105
H4 0.763 1.752 0.775  0.082
H5 1.560 0.109 1.191  -0.021
H6 0.144 0.649 1.895  0.075
H7 -0.082 -2.068 -1.077  0.021

---

Most stable one: #i, least stable one: #ii.

---

#i
ORCA calculation (ωB97M-V with the def2-TZVPD basis set) on a cluster of 2 separate species, C10H16N2 in total.

Results
- Lowest unoccupied orbital energy: 0.6 eV
- E_HOMO: -8.8 eV
- SMILES string: CCC=C(C)C.c1cncnc1

Each line ends with the Löwdin charge.
Positions of all 28 atoms, in Å:
C1 -0.200 2.185 0.680  -0.101
C2 -0.325 1.096 -0.404  -0.251
C3 -1.025 -0.150 0.069  -0.100
C4 -2.277 -0.539 -0.161  -0.359
C5 -3.270 0.349 -0.854  -0.065
C6 -2.839 -1.809 0.436  -0.070
H1 0.004 1.814 1.675  0.062
H2 0.595 2.876 0.369  0.067
H3 -1.132 2.749 0.759  0.067
H4 0.642 0.798 -0.772  0.067
H5 -0.838 1.524 -1.293  0.102
H6 -0.407 -0.743 0.740  0.097
H7 -3.827 -0.217 -1.609  0.078
H8 -2.805 1.229 -1.333  0.069
H9 -4.012 0.733 -0.135  0.088
H10 -3.279 -2.419 -0.361  0.077
H11 -3.622 -1.547 1.161  0.082
H12 -2.061 -2.390 0.939  0.072
C7 2.873 -1.649 0.223  -0.062
C8 2.652 -0.679 1.180  -0.143
N1 2.880 0.622 0.939  0.083
C9 3.308 0.912 -0.284  -0.239
N2 3.510 0.075 -1.297  0.079
C10 3.312 -1.217 -1.013  -0.136
H13 2.673 -2.704 0.442  0.109
H14 2.421 -0.951 2.213  0.112
H15 3.500 1.964 -0.501  0.111
H16 3.548 -1.911 -1.810  0.106

---

#ii
ORCA calculation (ωB97M-V with the def2-TZVPD basis set) on the molecule C10H16N2.

Results
- Lowest unoccupied orbital energy (spin up / spin down): -0.1 / 0.6 eV
- E_HOMO (spin up / spin down): -7.0 / -7.4 eV

Each line ends with the Löwdin charge.
Positions of all 28 atoms, in Å:
C1 -0.329 -1.086 -0.268  -0.229
C2 -1.740 -1.345 -0.818  -0.126
C3 -2.708 -0.552 0.049  -0.188
C4 -2.120 0.877 0.264  -0.163
C5 2.473 0.718 -0.995  -0.183
C6 2.854 -0.016 0.351  -0.184
C7 -0.747 0.876 1.079  -0.111
C8 1.043 1.145 -0.735  -0.140
C9 1.586 -0.423 1.066  0.040
C10 0.322 0.142 0.284  -0.384
N1 0.239 -3.305 0.414  0.038
N2 0.372 -2.041 0.228  -0.100
H1 -1.750 -1.029 -1.967  0.151
H2 -1.968 -2.429 -0.598  0.112
H3 -3.578 -0.289 -0.524  0.103
H4 -2.802 -1.105 0.937  0.100
H5 -1.963 1.273 -0.665  0.076
H6 -2.853 1.391 0.769  0.078
H7 3.260 1.540 -1.053  0.119
H8 2.468 0.178 -1.961  0.110
H9 3.522 -0.844 0.173  0.088
H10 3.522 0.731 1.046  0.157
H11 -0.611 1.975 1.091  0.109
H12 -1.089 0.501 2.040  0.117
H13 0.987 2.126 -0.229  0.112
H14 0.393 1.154 -1.657  0.126
H15 1.411 -0.765 2.124  0.129
H16 1.199 -3.622 0.602  0.040

---

Most stable one: #i, least stable one: #ii.

---

#i
ORCA calculation (ωB97M-V with the def2-TZVPD basis set) on a cluster of 2 separate species, C6H6N2O2 in total.

Results
- Lowest unoccupied orbital energy: 0.6 eV
- E_HOMO: -9.3 eV
- SMILES string: O=c1cc[nH]c(=O)[nH]1.C#C

Each line ends with the Löwdin charge.
Positions of all 16 atoms, in Å:
O1 1.786 -3.265 -0.423  0.059
C1 1.236 -2.184 -0.315  -0.429
C2 1.657 -0.868 -0.880  0.003
C3 0.873 0.222 -0.635  -0.052
N1 -0.391 0.079 -0.018  0.103
C4 -0.845 -1.095 0.604  -0.507
O2 -1.896 -1.013 1.182  0.081
N2 0.005 -2.177 0.420  0.190
H1 2.598 -0.927 -1.357  0.093
H2 1.264 1.262 -0.909  0.139
H3 -1.022 0.832 0.113  0.031
H4 -0.129 -3.042 0.958  0.169
C5 -0.746 3.306 0.164  0.035
C6 -1.732 2.622 0.476  0.006
H5 -0.028 3.987 -0.277  0.038
H6 -2.630 2.259 0.897  0.040

---

#ii
ORCA calculation (ωB97M-V with the def2-TZVPD basis set) on a cluster of 2 separate species, C6H6N2O2 in total.

Results
- Lowest unoccupied orbital energy: 0.5 eV
- E_HOMO: -8.1 eV
- SMILES string: O=c1cc[nH]c(=O)[nH]1.C#C

Each line ends with the Löwdin charge.
Positions of all 16 atoms, in Å:
O1 0.699 2.370 -0.120  0.050
C1 0.186 1.243 -0.127  -0.401
C2 0.903 0.028 -0.577  -0.129
C3 0.280 -1.123 -0.759  -0.128
N1 -1.009 -1.246 -0.330  0.106
C4 -1.765 -0.231 0.116  -0.566
O2 -2.927 -0.409 0.434  0.055
N2 -1.127 0.972 0.262  0.205
H1 1.860 0.126 -1.113  0.104
H2 0.677 -1.929 -1.365  0.144
H3 -1.704 -2.054 -0.680  0.236
H4 -1.585 1.775 0.760  0.196
C5 2.287 -1.152 0.943  0.007
C6 2.815 -0.433 0.251  -0.070
H5 1.869 -2.066 1.402  0.094
H6 3.424 0.381 -0.121  0.098

---

Most stable one: #i, least stable one: #ii.